Entry w
Molecular formula: C3H14N2O3
Method: DFT, the ωB97M-V functional and the def2-TZVPD basis

Cartesian coordinates (Å):
N -0.47 -0.90 1.29
C -0.02 0.42 1.75
N 0.53 1.30 0.69
C 1.72 0.97 -0.08
C 1.53 0.02 -1.26
O 1.72 -1.31 -0.80
H 0.19 -1.42 0.75
H -1.31 -0.81 0.71
H -0.90 0.84 2.17
H 0.81 0.20 2.42
H -0.24 1.54 0.07
H 2.12 1.92 -0.45
H 2.61 0.76 0.56
H 0.50 -0.07 -1.65
H 2.22 0.30 -2.08
H 2.59 -1.37 -0.39
O -2.25 1.23 -0.40
H -2.80 1.65 0.26
H -2.83 0.67 -0.96
O -2.21 -1.85 -1.04
H -1.30 -1.67 -1.28
H -2.21 -2.43 -0.28

Output
Total charge: 0
Orbital gap (eV): 8.7
SMILES: NCNCCO.O.O

How is the electron density shared among the atoms? According to natural (NBO), the charges in e are: -0.8899 -0.0460 -0.6641 -0.2661 -0.0823 -0.7376 0.3675 0.3592 0.1850 0.1730 0.3796 0.1991 0.1965 0.1790 0.1651 0.4659 -0.9644 0.4780 0.4953 -0.9535 0.4786 0.4819


Entry x
Molecular formula: C3H14N2O3
Method: DFT, the ωB97M-V functional and the def2-TZVPD basis

Cartesian coordinates (Å):
C 1.52 0.95 1.46
C 0.35 1.64 2.15
N -0.48 2.41 1.24
C -1.29 1.78 0.51
N -1.50 0.43 0.49
H 1.35 0.88 0.39
H 1.67 -0.07 1.81
H 2.49 1.45 1.62
H 0.71 2.33 2.90
H -0.27 0.91 2.70
H -1.94 2.29 -0.21
H -2.19 0.01 -0.09
H -0.84 -0.20 0.92
O 0.07 -3.64 -3.29
H -0.65 -3.08 -2.99
H 0.28 -4.15 -2.50
O -0.33 -2.47 1.11
H 0.51 -2.53 0.64
H -0.11 -2.32 2.04
O 0.19 0.93 -3.98
H 0.52 0.61 -3.14
H -0.07 1.84 -3.79

Output
Total charge: 0
Orbital gap (eV): 9.2
SMILES: CC/N=C\N.O.O.O

How is the electron density shared among the atoms? According to natural (NBO), the charges in e are: -0.6281 -0.2606 -0.4968 0.2772 -0.8477 0.2088 0.1921 0.2199 0.2021 0.1646 0.1639 0.3952 0.4018 -0.9300 0.4669 0.4632 -0.9468 0.4758 0.4778 -0.9337 0.4665 0.4678


Entry y
Molecular formula: C3H14N2O3
Method: DFT, the ωB97M-V functional and the def2-TZVPD basis

Cartesian coordinates (Å):
C 1.58 0.71 1.73
C 0.50 1.66 2.32
N -0.17 2.45 1.33
C -1.05 1.88 0.62
N -1.49 0.59 0.69
H 1.46 0.59 0.65
H 1.70 -0.27 2.19
H 2.53 1.22 1.86
H 0.99 2.30 3.05
H -0.21 1.05 2.90
H -1.65 2.47 -0.05
H -2.22 0.26 0.09
H -1.00 -0.10 1.23
O 0.13 -3.74 -2.95
H -0.62 -3.17 -3.05
H 0.10 -4.28 -2.15
O -0.15 -2.51 1.35
H 0.41 -1.72 1.37
H -0.08 -2.89 2.23
O 0.55 0.95 -3.97
H 0.38 0.02 -3.78
H -0.17 1.38 -3.55

Output
Total charge: 0
Orbital gap (eV): 9.4
SMILES: CC/N=C\N.O.O.O

How is the electron density shared among the atoms? According to natural (NBO), the charges in e are: -0.6444 -0.2535 -0.4908 0.2785 -0.8380 0.2170 0.1906 0.2247 0.1999 0.1614 0.1635 0.3961 0.3925 -0.9539 0.4728 0.4812 -0.9436 0.4708 0.4753 -0.9262 0.4648 0.4615


Last place for stability: entry w


Entry w
Molecular formula: C3H6N3P
Method: DFT, the ωB97M-V functional and the def2-TZVPD basis

Cartesian coordinates (Å):
C 2.24 -0.46 -0.13
C 1.51 0.75 -0.17
C 1.27 -1.39 0.04
N 0.24 0.50 -0.15
N 0.10 -0.76 0.04
N -2.75 1.11 0.10
P -3.37 -0.36 0.00
H 3.26 -0.75 0.14
H 2.00 1.79 -0.17
H -0.80 -1.07 0.03
H -1.80 1.33 0.30
H -3.36 1.82 -0.13
H 1.47 -2.51 0.06

Output
Total charge: 0
Orbital gap (eV): 7.0

How is the electron density shared among the atoms? According to natural (NBO), the charges in e are: -0.3621 -0.0508 -0.0581 -0.3099 -0.3226 -1.0569 0.2838 0.2324 0.2109 0.4092 0.4176 0.3814 0.2251


Entry x
Molecular formula: C3H6N3P
Method: DFT, the ωB97M-V functional and the def2-TZVPD basis

Cartesian coordinates (Å):
C 1.49 -1.53 -0.35
C 1.11 -0.66 1.68
C 0.62 -0.71 -0.91
N 1.78 -1.55 0.98
N 0.24 0.12 1.10
N -0.07 -0.10 -1.82
P -0.68 1.38 1.69
H 2.03 -2.25 -0.95
H 1.32 -0.63 2.74
H 0.23 0.82 -2.14
H -1.06 -0.29 -1.91
H -1.94 0.73 1.73
H -0.98 1.92 0.42

Output
Total charge: 0
Orbital gap (eV): 8.6

How is the electron density shared among the atoms? According to natural (NBO), the charges in e are: -0.0676 0.2927 0.3434 -0.5637 -0.8864 -0.7429 0.5597 0.2359 0.1706 0.3979 0.3988 -0.0687 -0.0697


Entry y
Molecular formula: C3H6N3P
Method: DFT, the ωB97M-V functional and the def2-TZVPD basis

Cartesian coordinates (Å):
C -1.73 0.31 -0.97
C -1.34 -0.93 -0.40
N -0.93 -1.09 0.85
N -0.60 -0.16 1.68
P -0.87 1.43 1.44
C -1.58 1.43 -0.15
H -1.97 0.42 -1.99
H -1.48 -1.94 -0.88
H -1.81 2.33 -0.62
N 3.14 -0.17 0.42
H 3.41 -0.24 -0.61
H 2.10 -0.35 0.52
H 3.65 -1.06 0.73

Output
Total charge: 0
Orbital gap (eV): 8.4
SMILES: c1cnnpc1.N

How is the electron density shared among the atoms? According to natural (NBO), the charges in e are: -0.1856 -0.0028 -0.2096 -0.5723 0.9086 -0.5887 0.2203 0.2100 0.2204 -1.0785 0.3524 0.3685 0.3573


Last place for stability: entry x


Entry w
Molecular formula: H58O29
Method: DFT, the ωB97M-V functional and the def2-TZVPD basis

Cartesian coordinates (Å):
O 2.48 -3.46 1.22
H 1.91 -2.82 1.63
H 1.96 -3.83 0.51
O 3.60 -3.91 -2.68
H 4.54 -3.80 -2.59
H 3.23 -3.05 -2.45
O 1.12 2.15 2.23
H 0.36 2.63 2.57
H 1.01 2.17 1.28
O -0.10 -3.10 -4.17
H -0.64 -2.34 -4.00
H 0.79 -2.83 -3.93
O 0.22 2.38 -0.82
H 0.82 3.10 -0.62
H -0.18 2.62 -1.66
O -4.66 3.29 1.25
H -3.75 3.52 1.46
H -4.74 2.37 1.52
O -4.26 -2.97 3.57
H -4.97 -2.92 2.93
H -3.49 -2.66 3.09
O -1.87 -4.98 -2.70
H -1.63 -5.25 -1.81
H -1.19 -4.35 -2.95
O -2.34 4.81 1.51
H -1.80 5.20 0.83
H -2.64 5.55 2.04
O 2.90 0.76 3.98
H 2.32 1.18 3.35
H 3.36 0.09 3.47
O 0.22 -4.04 -0.40
H 0.68 -4.46 -1.13
H -0.36 -4.72 -0.06
O -0.77 -0.53 -2.80
H -1.61 -0.10 -2.98
H -0.95 -1.10 -2.06
O -1.42 -2.10 -0.81
H -2.22 -2.12 -0.30
H -0.93 -2.87 -0.52
O -3.45 3.53 -1.65
H -3.68 3.65 -0.73
H -4.08 2.88 -1.97
O 2.58 0.87 -2.88
H 2.23 0.00 -2.69
H 3.06 1.12 -2.09
O -1.96 -2.58 2.12
H -1.94 -3.47 2.47
H -1.24 -2.13 2.55
O 2.39 -1.58 -1.56
H 3.16 -1.32 -1.05
H 1.65 -1.25 -1.05
O 0.47 -1.25 3.04
H 0.92 -0.75 3.72
H 0.80 -0.89 2.22
O 0.53 1.92 -4.81
H 0.95 1.52 -4.05
H -0.09 2.55 -4.45
O 3.27 0.23 0.86
H 3.50 1.05 0.43
H 2.32 0.16 0.73
O -1.22 3.39 -3.25
H -1.78 3.36 -2.47
H -1.83 3.57 -3.97
O 5.23 -1.38 2.59
H 4.78 -1.87 3.27
H 4.55 -0.80 2.23
O -3.27 0.57 -3.35
H -4.01 0.59 -2.74
H -3.44 1.29 -3.95
O 2.00 4.32 -0.59
H 1.73 5.13 -1.01
H 2.25 4.58 0.30
O -3.94 -4.87 -0.15
H -4.14 -5.49 0.55
H -3.00 -4.72 -0.08
O 3.88 2.17 -0.57
H 3.34 2.95 -0.50
H 4.75 2.51 -0.78
O -1.06 2.96 3.60
H -1.58 3.65 3.17
H -1.48 2.85 4.46
O 0.42 -0.04 0.25
H -0.31 -0.59 -0.03
H 0.10 0.85 0.13
O 0.34 0.75 5.62
H 0.39 1.48 6.24
H 0.92 1.00 4.90

Output
Total charge: 0
Orbital gap (eV): 8.9

How is the electron density shared among the atoms? According to Mulliken, the charges in e are: -0.6153 0.3121 0.3566 -0.6444 0.2898 0.2712 -0.5954 0.3520 0.0906 -0.6840 0.3614 0.3191 -0.2498 0.2664 0.1378 -0.6575 0.3279 0.3491 -0.6538 0.2967 0.4488 -0.5808 0.2419 0.4014 -0.5910 0.2385 0.2905 -0.6555 0.3063 0.2779 -0.7669 0.3114 0.2318 -0.4734 0.3434 0.2792 -0.4119 0.1765 0.1557 -0.6130 0.3164 0.2178 -0.7225 0.3956 0.3322 -0.6421 0.3386 0.3393 -0.1902 0.2820 -0.0239 -0.7499 0.3238 0.3437 -0.6737 0.3542 0.3707 -0.1588 0.3994 -0.0848 -0.6384 0.2567 0.2757 -0.6450 0.3152 0.2706 -0.5859 0.2509 0.2518 -0.7399 0.2592 0.3220 -0.5726 0.3164 0.2528 -0.5179 0.2648 0.2582 -0.5821 0.2818 0.2859 0.4807 0.0888 -0.1033 -0.6297 0.2621 0.3117


Entry x
Molecular formula: H58O29
Method: DFT, the ωB97M-V functional and the def2-TZVPD basis

Cartesian coordinates (Å):
O -2.02 2.31 3.00
H -2.69 2.12 3.66
H -2.06 3.26 2.89
O 2.98 -1.63 3.71
H 2.59 -0.77 3.84
H 3.69 -1.68 4.35
O -1.25 0.78 -2.68
H -0.42 1.24 -2.77
H -1.87 1.28 -3.22
O -3.25 -4.33 -2.66
H -2.50 -3.87 -2.29
H -2.87 -4.99 -3.24
O 1.34 1.84 -2.77
H 1.86 1.25 -2.22
H 1.97 2.23 -3.37
O 3.13 -0.26 -4.73
H 2.28 -0.52 -4.37
H 2.92 0.08 -5.60
O -0.06 0.19 5.75
H -0.34 0.05 4.85
H -0.86 0.08 6.27
O 0.64 3.45 2.45
H -0.23 3.32 2.84
H 0.47 3.94 1.65
O 0.91 -2.03 -3.76
H 0.01 -1.73 -3.94
H 1.08 -2.69 -4.43
O -1.82 4.79 1.77
H -1.26 5.56 1.70
H -2.00 4.53 0.87
O -3.85 1.72 0.74
H -3.78 2.25 -0.05
H -3.08 1.95 1.26
O -0.14 -0.60 0.49
H -0.76 -0.04 0.01
H 0.55 -0.78 -0.15
O 3.26 -0.17 0.88
H 3.64 -0.89 1.38
H 2.75 -0.60 0.19
O 4.21 2.48 0.83
H 5.08 2.58 1.21
H 4.10 1.53 0.74
O -1.95 -5.48 0.45
H -2.88 -5.33 0.26
H -1.54 -4.62 0.33
O -0.43 3.82 -2.33
H 0.16 4.26 -1.71
H 0.12 3.14 -2.73
O -0.77 -0.24 3.23
H -0.57 -0.51 2.34
H -1.13 0.64 3.14
O -0.17 -4.67 -2.66
H -0.34 -3.78 -2.95
H -0.16 -4.62 -1.70
O -2.61 4.00 -0.62
H -1.88 4.08 -1.23
H -3.25 4.64 -0.93
O 1.91 -1.19 -1.31
H 2.51 -1.94 -1.24
H 1.34 -1.40 -2.05
O -2.00 -1.43 -3.76
H -2.94 -1.40 -3.58
H -1.65 -0.64 -3.34
O 3.32 -3.36 -0.58
H 4.15 -3.58 -0.99
H 3.48 -3.44 0.36
O -3.07 2.29 -3.86
H -3.36 2.91 -4.53
H -3.11 2.77 -3.04
O 2.30 1.23 3.14
H 2.59 0.78 2.35
H 1.66 1.87 2.83
O 2.84 4.08 -1.02
H 3.27 3.96 -1.86
H 3.13 3.33 -0.50
O -2.70 -2.13 4.74
H -1.84 -2.14 4.32
H -2.55 -2.47 5.62
O 3.70 -3.71 1.90
H 4.01 -4.56 2.23
H 3.27 -3.30 2.65
O 0.39 -3.60 -0.01
H 0.17 -3.02 0.72
H 1.32 -3.44 -0.17
O -5.89 0.18 1.31
H -6.03 0.03 0.37
H -5.15 0.79 1.35

Output
Total charge: 0
Orbital gap (eV): 9.6

How is the electron density shared among the atoms? According to Mulliken, the charges in e are: -0.6241 0.2600 0.2817 -0.5700 0.2852 0.2806 -0.6208 0.2907 0.3533 -0.6118 0.2773 0.3370 -0.6983 0.1712 0.2775 -0.6208 0.3560 0.2979 -0.6353 0.4494 0.2983 -0.6614 0.2754 0.2809 -0.6816 0.3077 0.2945 -0.7023 0.3082 0.4326 -0.6381 0.2713 0.3236 -0.4109 0.1515 0.2435 -0.6227 0.2691 0.4474 -0.6171 0.2773 0.3985 -0.5890 0.3253 0.2761 -0.6587 0.2631 0.3325 -0.3941 0.2366 0.3028 -0.6285 0.2976 0.3119 -0.7261 0.3749 0.3463 -0.6415 0.0994 0.2836 -0.6928 0.3105 0.5101 -0.6710 0.2457 0.3592 -0.6221 0.2904 0.2819 -0.5641 0.4750 0.3090 -0.5840 0.2713 0.3529 -0.6143 0.3103 0.2986 -0.6053 0.2718 0.3048 -0.4701 0.2527 0.2824 -0.6265 0.2503 0.4788


Last place for stability: entry w